Entry 1:
11
Properties=species:S:1:pos:R:3:forces:R:3 method="wB97M-V/def2-TZVPD" charge=+1 lumo_energy_ev=-5.6 relative_energy_kcal_mol=32.49 gap_ev=10.5 e_homo_ev=-16.066 max_force_ev_per_a=2.4
C -0.3033 -1.3105 1.1641 -0.656 0.825 -0.738
N 0.3170 -0.3095 0.2046 0.142 0.612 -0.816
Si -0.1195 1.6575 -1.3845 0.089 -1.682 1.674
H 0.4462 -2.0173 1.5016 0.153 0.012 0.008
H -0.7276 -0.7673 2.0031 0.017 -0.050 0.019
H 1.0313 0.1782 0.7319 0.292 -0.010 -0.033
H 0.7986 -0.8591 -0.5054 0.158 0.083 0.148
H -0.7104 2.5168 -0.3711 -0.119 0.185 -0.091
H -0.9431 0.9397 -2.3378 -0.128 0.042 -0.198
H -1.0985 -1.8334 0.6373 0.035 -0.023 0.102
H 1.3094 1.8049 -1.6438 0.017 0.007 -0.077



Entry 2:
7
Properties=species:S:1:pos:R:3:forces:R:3 method="wB97M-V/def2-TZVPD" lumo_energy_ev=0.7 relative_energy_kcal_mol=46.39 gap_ev=10.4 e_homo_ev=-9.685 max_force_ev_per_a=2.0 smiles=C#CO.N#N
C 0.3787 0.3387 1.1634 0.333 0.196 2.000
C 0.7178 -0.5778 0.4892 -0.042 -0.776 -0.633
O 0.8744 -1.4613 -0.4438 0.328 -0.112 -0.652
H 0.1747 0.7269 2.1200 -0.211 0.858 0.191
H 0.7193 -0.9554 -1.2533 0.029 -0.436 -0.520
N -1.3363 1.2179 -0.5581 -0.801 -0.437 -1.823
N -1.5285 0.7111 -1.5175 0.364 0.707 1.437



Entry 3:
129
Properties=species:S:1:pos:R:3:forces:R:3 method="wB97M-V/def2-TZVPD" charge=+1 lumo_energy_ev=-4.7 relative_energy_kcal_mol=0.00 gap_ev=5.6 e_homo_ev=-10.261 max_force_ev_per_a=2.7
C 4.4591 0.8412 1.6592 -0.632 0.007 -0.218
C 3.5297 0.5199 2.6349 0.533 0.317 -0.309
C 2.3908 -0.4919 2.5904 -0.988 1.507 0.310
C 1.0513 -0.0228 1.9146 2.378 0.821 -0.166
C 1.4863 0.2769 0.4486 -0.556 -1.230 -0.266
C 2.3346 -0.8078 -0.2513 -1.184 -0.269 -1.232
C 1.9636 -0.7746 -1.7775 1.082 -0.014 0.166
C 3.2113 -0.7706 -2.6955 -0.071 0.002 -0.534
N 3.1970 0.3265 -3.6437 -0.030 -0.783 0.744
C 4.0000 1.4139 -3.6207 0.808 0.548 0.506
C 3.7074 2.1913 -4.6876 -0.395 0.468 -0.926
C 2.6581 1.5420 -5.3910 -0.191 0.546 -0.628
C 2.3655 0.4072 -4.7164 -0.344 -0.808 0.257
N 0.0718 -1.1678 1.8047 0.041 -0.485 0.236
Cl 0.4811 -2.5879 2.7864 0.003 -0.007 -0.101
C -1.4208 -1.0061 1.9513 -1.764 -0.555 0.292
C -2.0496 -1.9914 0.9179 0.325 -1.061 -0.262
O -3.1974 -2.5929 1.4157 0.271 0.327 0.152
C -3.2085 -4.0000 1.2110 -1.017 -0.098 0.036
C -2.0499 0.4023 2.0454 0.452 2.140 -0.253
P -3.3835 0.3404 3.4234 -0.947 -0.718 0.936
O -4.0470 -0.9657 3.5673 0.353 -0.361 -0.150
P -3.1856 0.8436 0.5537 -2.295 -1.479 -0.051
S -4.8914 -0.0909 0.5701 0.367 0.101 0.014
C -1.0162 1.6376 2.2127 -0.195 0.304 -1.678
S -0.7318 2.4131 0.4919 0.667 -0.309 -0.505
C -1.5829 2.8052 3.0605 -0.197 0.773 2.130
O -1.8497 2.6766 4.2306 0.239 -0.571 -1.092
N -1.7685 4.1589 2.5523 0.284 -0.669 -0.663
C -3.0242 4.4838 2.1439 -2.172 -0.357 0.136
O -4.0519 3.8970 2.3860 1.580 0.493 -0.217
F -3.0550 5.5800 1.3635 0.607 -0.232 0.379
C 0.5174 1.2718 2.6469 -1.169 0.775 0.898
C 0.6827 1.1981 4.1764 -0.080 -0.886 0.282
C 0.0322 0.0074 4.9106 -0.224 0.566 0.711
C -0.2398 0.4250 6.3633 0.657 -1.281 -0.350
F -0.3273 -0.6913 7.1092 -0.409 -0.008 0.141
F 0.8060 1.1045 6.8593 -0.024 0.486 0.036
F -1.3455 1.1309 6.5190 -0.119 0.313 0.169
O 1.2278 2.3846 2.1476 0.572 -0.583 0.338
C 2.0020 3.2631 2.9367 0.953 1.620 0.572
C 1.2939 4.4532 3.6128 0.361 -0.418 -0.215
H 5.4637 0.4153 1.6710 0.669 1.802 1.266
H 4.2453 1.5001 0.8113 -0.586 -1.676 -1.049
H 3.6934 1.0125 3.5986 1.073 -1.848 0.679
H 2.7929 -1.3944 2.1369 -0.154 0.180 -0.378
H 2.2431 -0.7601 3.6354 -0.164 0.066 -0.055
H 2.0280 1.2111 0.3519 -0.469 0.230 0.174
H 0.5505 0.2766 -0.1232 0.175 0.613 -0.108
H 2.0681 -1.8217 0.0784 0.357 0.068 0.283
H 3.4118 -0.6656 -0.2047 -0.060 0.034 0.684
H 1.4114 0.1344 -2.0203 -0.121 -0.106 0.042
H 1.3719 -1.6519 -2.0433 -0.277 0.182 0.109
H 4.1628 -0.7056 -2.1650 -0.175 0.015 0.229
H 3.2559 -1.6947 -3.2772 0.012 -0.017 0.101
H 4.7439 1.6114 -2.8663 -0.033 -0.334 0.157
H 4.1838 3.1126 -4.9711 0.042 0.064 0.104
H 2.1584 1.8344 -6.2996 0.120 0.210 -0.012
H 1.6458 -0.3800 -4.8778 -0.010 0.066 -0.204
H 0.2159 -1.5688 0.8707 0.087 0.249 -0.046
H -1.6984 -1.5067 2.8830 0.266 0.089 0.075
H -1.3616 -2.8465 0.7725 0.530 0.537 0.010
H -2.1665 -1.5524 -0.0845 -0.261 0.194 0.158
H -4.1422 -4.3561 1.6469 0.033 0.097 0.039
H -2.4004 -4.5263 1.7304 0.220 0.191 -0.256
H -3.2642 -4.2264 0.1454 0.376 -0.141 0.050
H -2.7644 0.6324 4.6571 0.142 0.386 -0.545
H -4.2622 1.4089 3.1372 0.582 0.167 -0.139
H -2.5605 0.5253 -0.6621 0.556 0.572 0.282
H -3.5510 2.1969 0.6762 0.944 0.006 0.045
H -1.7305 3.2726 0.2407 -0.219 -0.326 0.499
H -0.9859 4.5870 2.0769 -0.098 0.034 -0.126
H 0.3658 2.1097 4.6758 -0.264 0.057 -0.404
H 1.7390 1.1419 4.4371 0.038 0.015 -0.336
H -0.9185 -0.3514 4.5200 0.038 0.145 -0.089
H 0.6771 -0.8619 5.0254 0.149 0.094 -0.281
H 2.6867 2.8343 3.6719 -0.443 -0.663 -0.078
H 2.6977 3.7443 2.2421 -0.130 -0.344 -0.283
H 2.0574 4.9394 4.2251 -0.053 0.026 -0.018
H 0.4833 4.1865 4.2899 -0.137 0.100 -0.175
H 1.0099 5.1865 2.8557 -0.362 -0.031 0.152
C 0.1552 8.0324 -4.9361 0.085 0.066 0.119
O 0.1911 8.2800 -3.5410 -0.059 -0.139 -0.176
C -0.9224 7.7678 -2.8233 0.006 0.209 0.285
C -0.5293 6.5729 -1.9742 0.110 -0.052 -0.259
N -0.2207 5.4090 -2.7986 0.121 0.050 0.254
C 0.4453 4.3234 -2.0878 0.000 0.067 -0.404
C 1.7932 4.5968 -1.4161 0.022 -0.286 0.151
O 2.8645 4.8224 -2.3028 -0.037 0.115 0.111
C 2.9548 6.1386 -2.8264 0.147 -0.153 -0.158
H 0.9204 8.6500 -5.4024 0.015 0.024 0.064
H 0.3758 6.9845 -5.1657 -0.107 -0.014 -0.108
H -0.8159 8.3025 -5.3583 -0.008 -0.057 -0.039
H -1.7526 7.5284 -3.4935 0.057 -0.107 -0.052
H -1.2576 8.5661 -2.1556 -0.036 -0.018 -0.002
H -1.3571 6.3267 -1.2999 0.001 -0.018 0.008
H 0.3290 6.8823 -1.3645 -0.078 0.087 0.112
H 0.3722 5.6954 -3.5657 -0.045 0.017 -0.049
H 0.5980 3.5230 -2.8179 0.049 -0.077 0.087
H -0.2412 3.9349 -1.3269 0.052 0.156 -0.090
H 2.0603 3.6861 -0.8660 -0.016 -0.014 -0.004
H 1.7354 5.3967 -0.6658 -0.050 0.115 -0.090
H 2.6335 6.8924 -2.1040 -0.090 -0.002 -0.019
H 2.3772 6.2291 -3.7489 -0.081 0.166 0.048
H 3.9982 6.3242 -3.0796 0.015 -0.062 0.063
C -3.1527 -5.9577 -1.9006 0.140 -0.065 0.110
O -2.6277 -6.5760 -0.7384 -0.178 0.090 -0.197
C -3.3895 -7.6945 -0.2824 0.109 -0.133 0.368
C -2.6672 -9.0038 -0.5364 0.035 0.177 -0.284
N -2.6167 -9.3185 -1.9584 0.166 -0.006 0.147
C -1.6927 -10.3983 -2.3110 -0.148 0.161 -0.150
C -0.2111 -10.2310 -1.9768 0.036 -0.310 -0.068
O 0.4614 -9.2417 -2.7372 -0.036 0.055 0.159
C 0.2951 -7.9145 -2.2848 0.113 -0.043 -0.265
H -2.6424 -5.0029 -2.0311 0.042 -0.017 0.026
H -2.9729 -6.5618 -2.7943 -0.138 0.035 -0.065
H -4.2248 -5.7689 -1.7970 -0.019 -0.017 -0.071
H -4.3904 -7.6960 -0.7219 0.048 -0.011 -0.131
H -3.5042 -7.5717 0.7984 -0.027 -0.006 -0.007
H -3.1911 -9.8060 -0.0094 0.019 -0.018 0.006
H -1.6639 -8.9073 -0.1016 -0.041 -0.033 0.171
H -2.3446 -8.4907 -2.4697 -0.018 0.014 -0.013
H -1.7714 -10.5321 -3.3921 0.031 -0.083 0.009
H -2.0532 -11.3234 -1.8516 0.044 0.002 0.060
H 0.2779 -11.1735 -2.2336 0.013 0.019 -0.023
H -0.0327 -10.0818 -0.9052 -0.061 0.152 0.004
H 0.2199 -7.8570 -1.1955 -0.098 -0.007 0.011
H -0.5806 -7.4514 -2.7482 -0.064 0.102 0.172
H 1.1684 -7.3428 -2.6029 0.036 -0.070 0.001



Entry 4:
9
Properties=species:S:1:pos:R:3:forces:R:3 method="wB97M-V/def2-TZVPD" lumo_energy_ev=0.9 relative_energy_kcal_mol=48.88 gap_ev=11.1 e_homo_ev=-10.179 max_force_ev_per_a=5.5
C 0.1561 -0.7090 0.7227 -0.491 -1.472 -0.845
C -0.2452 -0.0963 -0.5243 2.421 4.897 -0.534
O -0.4006 1.8035 -0.1224 1.139 -3.587 -1.060
F 0.5896 -0.0965 -1.6098 0.545 -0.246 1.224
H -0.7143 -0.8723 1.3104 -0.745 1.320 1.186
H 0.3220 -1.7795 0.6505 1.028 -0.302 -0.896
H 0.9853 -0.1744 1.0792 0.861 0.430 1.231
H -1.1300 -0.2153 -0.9741 -3.788 -0.470 -0.700
H 0.4372 2.1397 -0.5322 -0.971 -0.570 0.395



Entry 5:
47
Properties=species:S:1:pos:R:3:forces:R:3 method="wB97M-V/def2-TZVPD" lumo_energy_ev=0.5 relative_energy_kcal_mol=4.01 gap_ev=8.5 e_homo_ev=-7.967 max_force_ev_per_a=0.7 smiles="COC(=O)Cc1ccc(NC(=S)NCCSc2ccc(C)cc2)cc1"
C -5.5954 2.7189 0.3902 -0.143 0.260 -0.282
O -5.2682 1.4027 0.8154 0.153 -0.099 0.360
C -5.5254 0.4189 -0.0518 -0.199 -0.301 0.082
O -6.0270 0.5873 -1.1300 -0.041 0.055 -0.114
C -5.0512 -0.9149 0.4933 -0.036 0.285 -0.153
C -3.6248 -1.0822 0.0397 0.088 -0.118 0.101
C -3.3419 -1.6145 -1.2130 0.041 0.084 0.113
C -2.0376 -1.7428 -1.6438 0.144 0.006 0.062
C -0.9781 -1.3389 -0.8307 -0.446 -0.002 0.245
N 0.3213 -1.4773 -1.3242 -0.143 0.060 -0.264
C 1.4927 -1.7159 -0.6757 0.220 -0.317 -0.023
S 2.8986 -1.6395 -1.5463 0.511 -0.021 -0.465
N 1.4524 -2.0750 0.6197 -0.520 0.024 -0.115
C 2.6191 -2.1547 1.4556 0.321 -0.112 0.186
C 2.4457 -1.3554 2.7426 -0.198 0.469 -0.261
S 1.7014 0.2957 2.4636 0.184 0.002 0.250
C 2.6378 0.9013 1.0771 -0.211 -0.185 0.382
C 4.0188 0.7956 1.0363 -0.004 0.070 -0.075
C 4.7026 1.2394 -0.0788 -0.013 0.009 -0.008
C 4.0310 1.8107 -1.1525 -0.063 0.068 0.068
C 4.7764 2.2364 -2.3779 -0.010 -0.086 -0.034
C 2.6504 1.9452 -1.0760 0.092 0.066 0.004
C 1.9525 1.4910 0.0258 0.051 -0.022 0.082
C -1.2616 -0.7645 0.4077 0.096 0.034 -0.132
C -2.5722 -0.6432 0.8309 -0.128 -0.164 -0.120
H -5.3649 3.3750 1.2253 -0.003 -0.045 -0.034
H -6.6544 2.7811 0.1322 0.094 0.028 0.026
H -5.0033 2.9905 -0.4859 -0.051 0.006 0.068
H -5.1117 -0.9003 1.5804 -0.032 -0.074 -0.032
H -5.6799 -1.7041 0.0825 -0.022 0.080 0.052
H -4.1519 -1.9264 -1.8547 -0.094 -0.045 -0.078
H -1.8276 -2.1590 -2.6182 0.028 -0.089 -0.092
H 0.4212 -1.4465 -2.3303 0.140 0.019 0.222
H 0.5527 -2.1933 1.0625 0.048 0.070 -0.085
H 3.4562 -1.7690 0.8661 -0.158 -0.155 0.148
H 2.8332 -3.1994 1.7160 0.068 0.116 -0.081
H 3.4009 -1.2415 3.2541 -0.031 -0.145 0.025
H 1.7409 -1.8421 3.4178 0.043 -0.007 0.104
H 4.5598 0.3622 1.8648 0.036 -0.035 0.083
H 5.7770 1.1329 -0.1169 0.127 0.011 -0.022
H 4.8633 1.3884 -3.0578 0.044 -0.003 -0.112
H 4.2519 3.0351 -2.8971 0.021 0.058 -0.066
H 5.7803 2.5718 -2.1275 0.067 0.051 -0.040
H 2.1101 2.3913 -1.8984 -0.038 0.057 -0.098
H 0.8774 1.5839 0.0717 -0.125 -0.028 -0.030
H -0.4724 -0.3676 1.0280 0.124 0.013 0.035
H -2.7762 -0.1874 1.7884 -0.033 0.051 0.118



Entry 6:
8
Properties=species:S:1:pos:R:3:forces:R:3 method="wB97M-V/def2-TZVPD" lumo_energy_ev=-0.4 relative_energy_kcal_mol=50.11 gap_ev=9.6 e_homo_ev=-9.954 max_force_ev_per_a=6.1 smiles="CC(=O)S"
C 0.6665 -0.5180 -0.0082 1.513 1.333 2.838
C -0.0229 0.6814 -0.4328 3.741 2.311 -0.992
O 0.5226 1.7397 -0.7001 -0.510 -0.409 -0.237
S -1.6523 0.4869 -0.4227 -5.174 -1.801 2.762
H 0.2646 -0.2572 1.0482 0.830 -2.019 -0.749
H 0.1774 -1.3427 -0.5322 0.990 -0.462 0.745
H 1.7810 -0.2818 0.1461 -1.507 -1.132 -1.024
H -1.7369 -0.5084 0.9017 0.118 2.179 -3.343